[1]
ORCA calculation (wB97M-V/def2-TZVPD) on a 2-piece molecular cluster, C10H16 overall.

- Orbital gap: 9.91 eV
- ΔE to the lowest compared entry with this formula, charge and spin: 1.1725 eV
- HOMO energy: -9.00 eV
- Max |F|: 3.872 eV/Å
- SMILES: CCc1ccccc1.CC

```
26
Properties=species:S:1:pos:R:3:forces:R:3:lowdin_charge:R:1
C -2.65806 0.54857 -0.73706 -0.5 1.1 0.2 -0.098
C -1.27305 0.60576 -0.07880 -0.6 -1.3 -1.3 -0.201
C -1.05849 -0.50278 0.93962 1.0 0.7 -0.3 -0.230
C -1.49334 -1.84000 0.74436 -0.4 0.8 -0.4 -0.045
C -1.15482 -2.87564 1.59989 0.3 2.0 0.6 -0.059
C -0.35744 -2.45659 2.68662 0.4 -3.3 -0.4 -0.134
C 0.14718 -1.21752 2.81347 2.6 2.5 1.5 -0.120
C -0.14083 -0.16881 1.92372 -1.5 -1.9 1.2 -0.046
H -3.38052 1.17461 -0.18704 0.2 -0.3 0.0 0.080
H -3.03586 -0.45295 -0.72017 -0.3 -0.5 -0.1 0.035
H -2.74283 0.90569 -1.76733 0.5 0.0 0.1 0.071
H -0.50938 0.37315 -0.84126 -0.2 0.4 0.0 0.109
H -1.06093 1.58705 0.32390 0.1 0.1 0.2 0.102
H -2.12646 -1.95327 -0.12893 0.0 -0.6 0.1 0.093
H -1.48705 -3.89898 1.50901 0.0 0.1 -0.2 0.101
H 0.08350 -3.25826 3.29836 -0.5 0.5 0.1 0.106
H 0.93570 -1.01735 3.62964 -1.5 -0.4 -1.2 0.130
H 0.11384 0.84976 2.16465 0.4 0.1 -0.3 0.107
C 3.21110 1.22063 -1.86286 -0.2 1.2 -1.6 -0.159
C 2.14110 2.23296 -2.43262 0.8 -2.0 -0.7 -0.159
H 2.77566 0.88116 -0.95798 0.2 -0.2 1.3 0.029
H 3.27162 0.30284 -2.48310 0.4 0.7 0.1 0.067
H 4.17543 1.77369 -1.75178 -0.6 -1.0 0.1 0.070
H 1.21996 1.67512 -2.30529 -0.6 0.5 0.0 0.032
H 2.15847 3.13639 -1.84620 -0.2 0.4 -0.1 0.052
H 2.24551 2.37476 -3.53284 0.1 0.4 0.9 0.068
```
Positions in Å, forces in eV/Å.

***

[2]
ORCA calculation (wB97M-V/def2-TZVPD) on one molecule with the formula C2H6N4O.

- Orbital gap: 10.89 eV
- ΔE to the lowest compared entry with this formula, charge and spin: 2.0442 eV
- HOMO energy: -9.96 eV
- Max |F|: 6.045 eV/Å
- SMILES: [H]/N=C/N(N)C(N)=O

```
13
Properties=species:S:1:pos:R:3:forces:R:3:lowdin_charge:R:1
H 2.78379 -0.47696 0.07477 3.7 0.4 0.0 0.001
N 1.88948 -0.71502 0.29234 -3.9 1.0 -0.6 0.095
C 1.24978 0.36354 -0.01256 0.7 1.3 -0.2 -0.231
N -0.11116 0.53100 -0.18044 -1.0 -0.2 0.9 -0.105
N -0.48986 1.91538 0.02572 0.7 -1.4 -0.7 0.096
C -1.06621 -0.51666 -0.04744 -3.7 -0.9 1.7 -0.418
N -0.54474 -1.82515 -0.21147 -5.9 1.0 0.6 0.149
O -2.32097 -0.27439 0.25606 5.7 -0.8 -1.7 -0.046
H 1.65183 1.44294 -0.20481 0.1 -2.2 0.4 0.153
H -1.04675 2.16292 -0.75662 -0.5 0.3 -1.1 0.078
H -1.14378 1.95060 0.76660 -0.7 -0.2 1.3 0.072
H -1.24920 -2.58587 0.10646 1.9 2.0 -0.8 0.158
H 0.39778 -1.97234 -0.10863 2.6 -0.4 0.4 -0.001
```
Positions in Å, forces in eV/Å.